{
  "formula": "C22H31N3O3",
  "method": "the ωB97M-V functional and the def2-TZVPD basis",
  "e_homo_ev": -9.23,
  "relative_energy_ev": 2.1518,
  "smiles": "CC1(C)C[C@H](NC(=O)CCc2nnc(CCCCc3ccccc3)o2)CCO1",
  "species": ["C", "H", "H", "H", "C", "C", "H", "H", "H", "C", "H", "C", "N", "C", "O", "C", "H", "H", "C", "C", "N", "N", "C", "O", "C", "H", "H", "C", "C", "H", "H", "C", "C", "C", "C", "C", "C", "C", "H", "H", "H", "H", "H", "H", "H", "H", "H", "H", "H", "H", "C", "H", "C", "O", "H", "H", "H", "H", "H"],
  "xyz": [[0.784085, 3.146708, 0.350831], [0.615649, 2.868267, 1.387665], [0.795080, 4.230861, 0.284763], [-0.023382, 2.757888, -0.263960], [2.129803, 2.587819, -0.121395], [2.401057, 3.066109, -1.554442], [2.539892, 4.144822, -1.555011], [3.287571, 2.601017, -1.975242], [1.554437, 2.819977, -2.189127], [2.098709, 1.050518, -0.046584], [1.448485, 0.663562, -0.833822], [3.494382, 0.429198, -0.175504], [3.424435, -1.006163, 0.012338], [3.330762, -1.863181, -1.025157], [3.492804, -1.538976, -2.183705], [2.983204, -3.291729, -0.615429], [3.327021, -3.497352, 0.397106], [3.458064, -3.979146, -1.315099], [1.461266, -3.475066, -0.695149], [0.763474, -2.545668, 0.225195], [1.156547, -2.149103, 1.391850], [0.237063, -1.269825, 1.847388], [-0.676469, -1.169243, 0.940008], [-0.404104, -1.962860, -0.123693], [-1.888599, -0.320841, 0.964146], [-1.576612, 0.726826, 0.975203], [-2.456702, -0.504758, 0.053142], [-2.725857, -0.606106, 2.216377], [-3.890280, 0.366985, 2.399635], [-3.538289, 1.385717, 2.229303], [-4.225959, 0.302540, 3.436985], [-5.099837, 0.079814, 1.499637], [-4.839131, 0.321048, 0.039800], [-4.575141, 1.604611, -0.424837], [-4.316950, 1.832739, -1.764057], [-4.326300, 0.779614, -2.663505], [-4.601843, -0.500485, -2.215294], [-4.856545, -0.726129, -0.873389], [-5.069594, -1.729239, -0.530258], [-4.618226, -1.326164, -2.911811], [-4.125185, 0.956939, -3.709549], [-4.111547, 2.835744, -2.108951], [-4.575802, 2.432755, 0.269543], [-5.416903, -0.954296, 1.649641], [-5.919959, 0.728766, 1.819668], [-3.106766, -1.628648, 2.173603], [-2.061564, -0.534869, 3.079592], [1.110322, -3.279914, -1.710532], [1.200928, -4.504582, -0.433116], [3.129297, -1.324964, 0.926443], [4.415123, 1.068511, 0.859622], [5.435109, 0.700200, 0.749596], [4.385439, 2.586963, 0.677341], [3.086223, 3.112196, 0.796033], [4.961289, 3.079998, 1.464406], [4.828392, 2.850890, -0.293529], [4.054796, 0.819288, 1.860109], [3.887889, 0.580519, -1.185879], [1.684817, 0.759022, 0.922976]],
  "forces_ev_per_a": [[0.463, -0.109, -0.054], [-0.038, -0.059, 0.122], [-0.044, 0.152, -0.028], [-0.118, -0.040, -0.086], [-0.575, -0.115, -0.198], [0.114, -0.057, 0.394], [0.002, 0.107, -0.020], [0.093, -0.025, -0.123], [-0.077, -0.050, -0.099], [0.294, 0.239, -0.004], [-0.067, -0.052, -0.018], [0.007, 0.083, -0.015], [0.218, 0.315, 0.256], [0.192, -0.449, 0.452], [-0.084, 0.054, -0.520], [-0.120, 0.164, -0.197], [0.023, -0.052, -0.001], [0.028, 0.069, 0.064], [-0.043, -0.106, -0.120], [0.134, 0.037, 0.504], [0.642, -0.972, -0.647], [-1.049, 0.782, 0.337], [0.283, 0.092, 0.354], [-0.016, -0.039, -0.144], [-0.081, -0.155, -0.024], [-0.024, 0.006, -0.091], [0.085, 0.115, 0.017], [-0.017, 0.287, -0.027], [-0.082, -0.327, 0.009], [-0.005, 0.104, 0.067], [0.017, 0.094, 0.011], [0.112, 0.208, 0.145], [-0.184, -0.086, -0.048], [-0.007, -0.050, 0.022], [0.037, 0.094, -0.019], [0.037, -0.021, -0.118], [0.032, -0.050, -0.092], [-0.051, 0.044, 0.046], [-0.024, -0.088, 0.056], [0.002, -0.060, -0.056], [0.015, 0.016, -0.081], [0.012, 0.079, -0.028], [0.007, 0.101, 0.086], [-0.059, 0.005, 0.018], [-0.049, -0.086, 0.006], [0.026, -0.089, 0.054], [-0.019, -0.087, -0.010], [0.037, -0.072, 0.027], [-0.034, 0.050, -0.087], [-0.007, -0.086, -0.160], [-0.176, 0.288, -0.328], [0.040, -0.043, 0.017], [0.319, -0.213, 0.162], [-0.237, 0.081, 0.052], [0.044, -0.050, -0.145], [0.004, 0.007, 0.061], [0.025, -0.014, 0.095], [-0.022, 0.034, 0.155], [-0.036, -0.009, 0.000]]
}

---

{
  "formula": "C22H31N3O3",
  "method": "the ωB97M-V functional and the def2-TZVPD basis",
  "e_homo_ev": -9.13,
  "relative_energy_ev": 3.1457,
  "smiles": "CO[C@@H](c1ccccc1)c1nnc(CCC(=O)N(C)CCCC2CCCC2)o1",
  "species": ["C", "H", "O", "C", "C", "N", "N", "C", "O", "C", "H", "H", "C", "C", "O", "N", "C", "H", "H", "H", "C", "H", "C", "C", "C", "C", "C", "H", "H", "C", "H", "H", "C", "H", "H", "H", "H", "H", "H", "H", "H", "H", "H", "H", "H", "C", "C", "C", "C", "C", "C", "H", "H", "H", "H", "H", "H", "H", "H"],
  "xyz": [[-0.186612, 3.224256, -2.435663], [0.891302, 3.158223, -2.254303], [-0.573533, 2.419806, -3.531667], [-0.379488, 1.029275, -3.378132], [-1.267678, 0.417229, -2.341892], [-1.568153, 0.843861, -1.159901], [-2.368385, -0.085324, -0.592316], [-2.505218, -1.039210, -1.453125], [-1.842686, -0.777747, -2.596404], [-3.246704, -2.309748, -1.265811], [-2.817219, -3.050259, -1.941512], [-4.300923, -2.167737, -1.515343], [-3.099272, -2.752312, 0.189999], [-1.615144, -2.830048, 0.534885], [-0.759802, -2.781714, -0.331249], [-1.313128, -2.957195, 1.845391], [-2.306999, -2.999603, 2.889816], [-1.827359, -3.329352, 3.809822], [-3.097036, -3.709207, 2.644137], [-2.757657, -2.018401, 3.066760], [0.071736, -2.829076, 2.257196], [0.676144, -2.951599, 1.356289], [0.366512, -1.468290, 2.894802], [0.024911, -0.313917, 1.954840], [0.424954, 1.047981, 2.523596], [-0.249082, 2.200696, 1.757225], [0.796839, 3.309924, 1.706897], [0.608543, 4.026502, 0.908285], [0.823572, 3.847507, 2.656985], [2.097254, 2.538615, 1.510561], [2.980311, 3.129878, 1.752278], [2.175289, 2.218840, 0.470990], [1.941952, 1.324623, 2.431459], [2.343849, 1.555054, 3.419208], [2.484278, 0.460911, 2.047542], [-1.172035, 2.521640, 2.237984], [-0.497594, 1.874699, 0.747242], [0.115313, 1.081460, 3.573255], [-1.049120, -0.308971, 1.757407], [0.525073, -0.473608, 0.998083], [1.427481, -1.438087, 3.149766], [-0.199395, -1.361828, 3.823520], [0.310012, -3.636388, 2.957880], [-3.579825, -2.017916, 0.835890], [-3.570755, -3.725485, 0.338250], [1.071506, 0.655447, -3.118245], [1.932022, 0.504959, -4.198050], [3.265343, 0.199314, -3.991364], [3.749827, 0.039578, -2.704081], [2.897411, 0.193638, -1.624795], [1.564024, 0.504511, -1.829111], [0.901676, 0.628046, -0.986021], [3.271517, 0.071887, -0.618889], [4.789576, -0.204338, -2.543083], [3.926429, 0.082848, -4.837516], [1.554207, 0.632299, -5.202104], [-0.684285, 0.609731, -4.345488], [-0.729273, 2.942110, -1.530468], [-0.444500, 4.242011, -2.721710]],
  "forces_ev_per_a": [[0.073, 0.202, 0.196], [-0.030, 0.046, 0.001], [-0.180, -0.231, -0.188], [0.153, -0.115, -0.246], [-0.239, 0.357, 0.369], [0.744, 0.749, -0.825], [-0.867, -1.096, 0.305], [-0.159, 0.339, 0.325], [0.004, -0.149, -0.163], [0.105, -0.117, -0.012], [-0.082, 0.022, 0.038], [0.045, -0.053, -0.022], [0.168, 0.138, -0.338], [-0.321, -0.215, 0.193], [0.135, 0.032, -0.371], [0.210, -0.095, 0.128], [-0.255, 0.075, -0.007], [-0.033, -0.012, -0.007], [-0.021, 0.025, 0.074], [-0.028, -0.010, 0.086], [0.409, 0.081, 0.058], [-0.022, -0.049, 0.175], [-0.117, -0.100, -0.396], [0.017, 0.054, 0.515], [-0.161, -0.182, -0.150], [0.085, 0.126, 0.162], [-0.038, -0.049, -0.114], [-0.014, 0.118, 0.018], [0.008, 0.083, 0.035], [0.034, 0.105, 0.135], [0.071, -0.004, -0.092], [0.035, -0.001, -0.098], [0.037, 0.042, 0.062], [0.077, -0.032, 0.006], [0.085, -0.117, 0.049], [-0.122, -0.027, -0.043], [-0.035, -0.002, -0.049], [-0.005, 0.000, -0.002], [-0.040, -0.034, -0.096], [-0.007, 0.018, -0.171], [0.050, -0.018, 0.101], [0.031, 0.042, 0.113], [-0.016, 0.006, -0.075], [-0.067, -0.092, 0.077], [-0.040, 0.030, 0.078], [-0.079, 0.043, -0.082], [-0.032, 0.019, 0.068], [0.043, 0.003, -0.119], [0.060, -0.009, 0.029], [0.045, 0.019, 0.061], [0.013, -0.047, -0.067], [-0.065, -0.017, 0.108], [0.030, -0.005, 0.108], [0.079, -0.026, 0.011], [0.055, -0.018, -0.064], [-0.050, 0.006, -0.115], [0.091, 0.005, 0.201], [0.080, 0.125, -0.039], [0.053, 0.012, 0.063]]
}

---

{
  "formula": "C22H31N3O4",
  "method": "the ωB97M-V functional and the def2-TZVPD basis",
  "e_homo_ev": -9.05,
  "relative_energy_ev": 0.8301,
  "smiles": "CCOC(=O)[C@@]1(CC(=O)N[C@@H](Cc2cccnc2)C2CCCC2)CCCNC1=O",
  "species": ["C", "C", "O", "C", "O", "C", "C", "C", "O", "N", "C", "C", "C", "C", "C", "C", "N", "C", "C", "C", "C", "C", "C", "C", "C", "C", "N", "C", "O", "H", "H", "H", "H", "H", "H", "H", "H", "H", "H", "H", "H", "H", "H", "H", "H", "H", "H", "H", "H", "H", "H", "H", "H", "H", "H", "H", "H", "H", "H", "H"],
  "xyz": [[-3.884398, 2.288376, -1.514162], [-3.453050, 2.225342, -0.073274], [-2.505416, 1.152162, 0.069512], [-1.949871, 1.080403, 1.266656], [-2.253404, 1.793688, 2.182608], [-0.836607, 0.035423, 1.369935], [0.423876, 0.596587, 0.674910], [0.307258, 1.306802, -0.679583], [0.300456, 2.529848, -0.726964], [0.341566, 0.523074, -1.772398], [0.227323, 1.046119, -3.124006], [1.489891, 1.831181, -3.507723], [2.803023, 1.088299, -3.574576], [3.320465, 0.357617, -2.513631], [4.547397, -0.268130, -2.654128], [5.231453, -0.132032, -3.849573], [4.771004, 0.578918, -4.868762], [3.591540, 1.166223, -4.717889], [-0.175796, -0.122857, -4.047777], [-1.682050, -0.093656, -4.343787], [-1.855909, 0.904055, -5.497141], [-0.507943, 0.894118, -6.256598], [0.393451, -0.076296, -5.475201], [-0.505414, -0.137907, 2.847627], [-1.597516, -0.871827, 3.601132], [-1.764860, -2.267017, 3.050657], [-1.787262, -2.237833, 1.597705], [-1.281730, -1.303248, 0.756991], [-1.201280, -1.550668, -0.437904], [-4.613489, 3.088146, -1.644496], [-3.031103, 2.493830, -2.160805], [-4.342336, 1.350505, -1.827947], [-2.982990, 3.158327, 0.237216], [-4.300552, 2.044325, 0.589965], [0.830415, 1.358847, 1.339382], [1.177328, -0.193965, 0.603880], [0.112582, -0.451259, -1.626410], [-0.576864, 1.792308, -3.128896], [1.309981, 2.316095, -4.470542], [1.595136, 2.641799, -2.782091], [2.778464, 0.280337, -1.582029], [4.969590, -0.846495, -1.842751], [6.195921, -0.606469, -3.996994], [3.248313, 1.743172, -5.573308], [0.104139, -1.071777, -3.584646], [-2.010176, -1.091869, -4.644581], [-2.267633, 0.172837, -3.465129], [-2.694543, 0.629956, -6.136378], [-2.067713, 1.902918, -5.108868], [-0.621771, 0.582250, -7.294439], [-0.072652, 1.895052, -6.275711], [1.444032, 0.192066, -5.532965], [0.317593, -1.079957, -5.900525], [0.443050, -0.679048, 2.939833], [-0.348175, 0.844015, 3.289376], [-1.359202, -0.930348, 4.663679], [-2.536436, -0.319620, 3.524698], [-0.933120, -2.900973, 3.378267], [-2.688027, -2.721391, 3.409338], [-2.062399, -3.076336, 1.107669]],
  "forces_ev_per_a": [[0.066, -0.124, -0.121], [-0.273, 0.308, -0.122], [-0.031, -0.111, -0.304], [0.126, -0.076, 0.067], [-0.117, 0.267, 0.335], [0.022, -0.146, -0.137], [0.200, 0.036, -0.201], [0.031, 0.183, 0.194], [-0.148, -0.081, -0.010], [-0.277, -0.278, 0.136], [0.176, 0.082, -0.084], [0.242, 0.150, -0.044], [-0.237, 0.068, 0.023], [0.088, -0.062, 0.102], [0.000, -0.036, 0.059], [0.198, -0.152, 0.085], [0.038, 0.070, -0.164], [-0.002, 0.047, -0.123], [-0.006, 0.045, -0.470], [-0.138, -0.178, 0.257], [0.065, 0.021, 0.004], [-0.040, -0.016, 0.050], [0.056, 0.043, -0.083], [0.231, -0.036, 0.379], [-0.157, 0.084, 0.149], [0.139, -0.103, 0.000], [-0.197, 0.077, -0.132], [0.011, -0.082, -0.097], [0.183, 0.211, -0.019], [0.003, 0.005, 0.021], [0.015, -0.004, -0.016], [-0.007, -0.014, -0.018], [0.076, -0.068, 0.039], [0.067, -0.061, 0.036], [-0.027, 0.037, -0.001], [-0.141, -0.082, -0.014], [-0.088, 0.037, 0.083], [-0.002, -0.025, 0.018], [0.014, -0.039, -0.007], [-0.097, -0.037, 0.011], [-0.002, 0.016, -0.025], [0.020, 0.000, -0.019], [-0.008, -0.014, 0.038], [-0.066, 0.012, 0.038], [0.074, 0.064, 0.109], [0.038, 0.019, -0.063], [-0.058, 0.022, 0.115], [-0.013, 0.022, -0.002], [0.001, -0.015, -0.011], [0.001, 0.010, -0.009], [-0.007, -0.003, -0.012], [0.004, -0.009, 0.042], [-0.083, 0.000, 0.016], [-0.041, -0.076, -0.057], [-0.006, 0.041, -0.057], [0.041, -0.013, -0.004], [0.038, 0.010, -0.052], [-0.025, -0.002, 0.045], [-0.026, -0.018, -0.013], [0.053, -0.026, 0.037]]
}